No. 1
C25H29AlBBrCl2CsF9IKN3O14PS | ωB97M-V/def2-TZVPD

Geometry (Å):
C1 5.698 1.494 0.186
C2 4.143 2.090 0.168
C3 3.118 0.859 -0.002
C4 2.547 0.305 1.360
N1 2.709 -1.131 1.618
C5 2.290 -1.975 0.588
C6 0.975 -2.407 0.182
C7 -0.337 -2.025 0.863
F1 -1.087 -3.268 1.388
F2 -0.024 -1.258 1.962
C8 -1.327 -1.281 -0.004
C9 -2.393 -2.089 -0.683
C10 -3.429 -1.512 -1.509
C11 -3.535 -0.040 -1.769
C12 -2.530 0.792 -1.143
C13 -2.617 2.393 -1.378
F3 -1.648 2.833 -2.204
F4 -3.836 2.802 -1.791
F5 -2.402 3.078 -0.116
C14 -1.399 0.170 -0.239
N2 1.249 -3.253 -0.913
I1 -0.190 -4.283 -1.979
C15 2.565 -3.393 -1.236
P1 3.240 -4.472 -2.642
C16 4.985 -3.983 -3.077
O1 2.342 -3.980 -3.976
N3 3.213 -2.604 -0.294
Cl1 4.901 -2.416 -0.144
H1 6.252 1.789 1.179
H2 5.689 0.348 0.144
H3 6.299 1.853 -0.725
H4 3.913 2.721 1.100
H5 4.061 2.674 -0.808
H6 2.236 1.230 -0.596
H7 3.660 0.116 -0.630
H8 2.967 0.915 2.198
H9 1.435 0.498 1.370
H10 3.664 -1.345 1.940
H11 -2.400 -3.185 -0.516
H12 -4.191 -2.211 -1.936
H13 -4.366 0.346 -2.390
H14 -0.607 0.855 0.243
H15 5.223 -2.901 -2.876
H16 5.752 -4.572 -2.511
H17 5.190 -4.129 -4.173
H18 2.856 -3.236 -4.341
Br1 -1.050 -4.693 2.749
Al1 -2.727 -1.890 -3.829
F6 2.806 -4.796 -6.015
C17 -2.350 6.048 -2.613
C18 -2.116 6.657 -3.965
O2 -1.779 7.995 -3.656
C19 -1.195 7.957 -2.420
O3 -0.556 8.835 -1.959
O4 -1.439 6.772 -1.791
F7 -3.251 6.654 -4.707
H19 -3.370 6.206 -2.252
H20 -2.133 4.984 -2.594
H21 -1.305 6.196 -4.534
C20 -0.356 -8.111 1.130
C21 -0.816 -9.497 0.725
O5 -2.177 -9.326 0.318
S1 -2.355 -7.865 -0.338
O6 -2.274 -7.994 -1.752
O7 -3.434 -7.210 0.311
O8 -0.968 -7.225 0.189
H22 -0.716 -7.849 2.128
H23 0.727 -8.010 1.099
H24 -0.746 -10.213 1.541
H25 -0.250 -9.868 -0.133
O9 -5.839 4.912 -0.595
C22 -5.457 4.193 0.354
C23 -6.820 3.736 1.290
O10 -6.409 3.036 2.244
H26 -4.749 4.644 1.070
H27 -4.952 3.247 0.099
H28 -7.508 3.270 0.564
H29 -7.327 4.686 1.526
K1 -2.198 1.974 1.620
B1 -0.041 4.499 5.750
O11 1.173 4.619 6.587
C24 2.146 3.941 5.992
O12 3.265 3.838 6.411
C25 1.620 3.337 4.728
O13 2.239 2.662 3.946
O14 0.345 3.663 4.587
F8 -0.462 5.774 5.310
F9 -1.078 3.870 6.474
Cs1 6.460 3.332 1.182
Cl2 4.566 -0.200 3.345

Forces on atoms 1 to 2 (eV/Å):
C -2.15 -6.64 -1.37
C 0.55 -1.43 -0.76

Results
Largest force on an atom, eV Å⁻¹: 18.50
DFT total energy, eV: -231426.4643
HOMO energy, eV: -6.558
Frontier orbital gap, eV: 2.296
LUMO, eV: -4.3

***

No. 2
C12H30BaN2O7P | ωB97M-V/def2-TZVPD

Geometry (Å):
Ba1 -9.447 23.191 7.235
O1 -7.289 22.900 8.693
H1 -7.255 23.019 9.662
C1 -3.817 26.877 7.742
O2 -3.075 27.823 7.585
N1 -4.265 26.399 8.920
C2 -5.123 25.224 8.971
C3 -3.830 26.927 10.228
H2 -4.306 26.486 6.836
H3 -5.896 25.226 8.202
H4 -5.647 25.088 9.917
H5 -4.621 24.263 8.863
H6 -3.697 28.006 10.297
H7 -4.581 26.788 11.005
H8 -2.926 26.367 10.469
C4 -3.104 21.611 9.394
O3 -2.363 22.603 9.278
N2 -4.016 21.595 10.408
C5 -4.887 20.470 10.421
C6 -4.423 22.692 11.348
H9 -3.244 20.839 8.622
H10 -5.048 20.151 11.451
H11 -4.613 19.549 9.907
H12 -5.790 20.772 9.890
H13 -3.541 23.212 11.721
H14 -5.223 23.332 10.975
H15 -4.790 22.311 12.301
C7 -8.286 19.770 12.345
C8 -8.235 20.975 11.446
O4 -8.922 21.962 12.116
P1 -9.949 22.954 11.245
O5 -10.263 22.406 9.856
O6 -11.257 23.089 12.300
C9 -12.479 23.552 11.794
C10 -13.160 24.113 13.013
O7 -9.095 24.375 11.191
C11 -8.720 24.874 12.389
C12 -7.403 25.612 12.238
H16 -7.790 18.921 11.874
H17 -7.898 20.026 13.331
H18 -9.342 19.506 12.418
H19 -7.219 21.346 11.309
H20 -8.561 20.681 10.448
H21 -12.263 24.267 11.001
H22 -12.950 22.664 11.371
H23 -13.498 25.141 12.887
H24 -14.019 23.462 13.176
H25 -12.672 24.079 13.987
H26 -9.401 25.450 13.015
H27 -8.656 24.204 13.246
H28 -7.026 26.093 13.141
H29 -6.650 24.834 12.112
H30 -7.427 26.364 11.450

Forces on atoms 1 to 2 (eV/Å):
Ba 1.55 -0.52 2.17
O -1.21 0.09 -0.46

Results
Largest force on an atom, eV Å⁻¹: 6.28
DFT total energy, eV: -40209.6753
HOMO energy (alpha / beta), eV: -13.534 / -13.417
Frontier orbital gap (alpha / beta), eV: 6.871 / 3.104
⟨S²⟩: 0.7845
Spin multiplicity: 2
LUMO (alpha / beta), eV: -6.7 / -10.3
Total charge: +2

***

No. 3
C49H53N7O2PSn | ωB97M-V/def2-TZVPD

Geometry (Å):
Sn1 0.002 0.728 -0.105
O1 5.125 -0.558 3.099
C1 4.167 -1.133 3.847
C2 4.527 -1.666 5.087
C3 3.573 -2.242 5.906
C4 2.242 -2.307 5.506
C5 1.887 -1.804 4.266
C6 2.830 -1.217 3.425
C7 2.357 -0.712 2.095
O2 1.227 -1.016 1.699
N1 3.266 0.088 1.470
N2 2.806 0.619 0.329
C8 3.567 1.429 -0.308
C9 3.081 2.098 -1.513
C10 3.947 2.925 -2.238
C11 3.486 3.574 -3.365
C12 2.165 3.394 -3.752
C13 1.371 2.562 -2.981
N3 1.805 1.925 -1.897
H1 4.645 -0.155 2.315
H2 5.566 -1.612 5.386
H3 3.871 -2.640 6.869
H4 1.495 -2.754 6.149
H5 0.866 -1.860 3.905
H6 4.575 1.664 0.041
H7 4.969 3.044 -1.899
H8 4.145 4.217 -3.936
H9 1.760 3.888 -4.624
H10 0.332 2.386 -3.238
C14 1.817 5.295 0.702
C15 1.283 5.984 -0.379
C16 0.208 5.446 -1.060
C17 -0.318 4.216 -0.647
N4 0.213 3.557 0.384
C18 1.243 4.079 1.039
C19 -1.448 3.553 -1.350
C20 -2.453 4.354 -1.904
C21 -3.531 3.779 -2.557
C22 -3.588 2.396 -2.674
C23 -2.583 1.614 -2.117
C24 -1.492 2.149 -1.419
H11 2.666 5.675 1.254
H12 1.713 6.926 -0.698
H13 -0.207 5.949 -1.923
H14 1.622 3.488 1.867
H15 -2.411 5.433 -1.800
H16 -4.322 4.401 -2.960
H17 -4.423 1.929 -3.185
H18 -2.651 0.535 -2.234
C25 1.388 -2.916 -4.344
C26 1.193 -1.494 -3.813
C27 2.520 -0.734 -3.928
P1 0.467 -1.333 -2.099
C28 1.213 -2.698 -1.069
C29 2.735 -2.584 -0.972
C30 0.781 -4.132 -1.379
C31 -1.262 -1.874 -2.281
C32 -1.801 -2.366 -3.469
C33 -3.091 -2.865 -3.566
C34 -3.643 -3.382 -4.870
C35 -3.857 -2.870 -2.397
C36 -3.374 -2.353 -1.216
C37 -2.073 -1.792 -1.113
N5 -1.626 -1.173 0.005
C38 -2.259 -1.421 1.239
C39 -2.130 -2.661 1.895
C40 -1.372 -3.792 1.263
C41 -2.673 -2.839 3.162
C42 -3.347 -1.826 3.831
C43 -3.853 -2.026 5.235
C44 -3.505 -0.622 3.164
C45 -2.994 -0.413 1.889
C46 -3.270 0.884 1.186
H19 1.576 -2.878 -5.422
H20 0.532 -3.563 -4.170
H21 2.260 -3.377 -3.879
H22 0.464 -0.978 -4.448
H23 3.285 -1.187 -3.295
H24 2.417 0.306 -3.635
H25 2.880 -0.767 -4.960
H26 0.816 -2.415 -0.092
H27 3.223 -2.999 -1.858
H28 3.094 -3.145 -0.106
H29 3.055 -1.550 -0.851
H30 1.402 -4.576 -2.157
H31 -0.263 -4.187 -1.692
H32 0.891 -4.748 -0.483
H33 -1.196 -2.373 -4.368
H34 -2.841 -3.538 -5.595
H35 -4.357 -2.683 -5.315
H36 -4.161 -4.334 -4.733
H37 -4.865 -3.273 -2.425
H38 -4.003 -2.337 -0.333
H39 -0.367 -3.459 1.013
H40 -1.845 -4.136 0.340
H41 -1.299 -4.635 1.951
H42 -2.541 -3.801 3.651
H43 -4.086 -3.076 5.422
H44 -4.753 -1.436 5.423
H45 -3.101 -1.721 5.969
H46 -4.054 0.183 3.644
H47 -4.009 1.471 1.735
H48 -3.641 0.704 0.178
H49 -2.363 1.482 1.086
N6 -0.763 4.067 3.764
C47 0.236 3.416 4.453
C48 0.325 2.184 3.876
N7 -0.585 2.070 2.855
C49 -1.218 3.210 2.812
H50 -1.071 5.011 3.911
H51 0.764 3.878 5.268
H52 0.988 1.370 4.125
H53 -1.990 3.476 2.108

Forces on atoms 1 to 2 (eV/Å):
Sn -0.40 0.16 -0.02
O 0.12 -0.12 0.26

Results
Largest force on an atom, eV Å⁻¹: 0.43
DFT total energy, eV: -81321.7995
ΔE to the lowest compared entry with this formula, charge and spin, kcal per mole: 11.71
HOMO energy, eV: -3.651
Frontier orbital gap, eV: 6.025
LUMO, eV: 2.4
Total charge: -1

***

No. 4
C3H5BrN4O2P | ωB97M-V/def2-TZVPD

Geometry (Å):
O1 -3.558 0.975 0.267
C1 -2.388 1.164 0.078
C2 -1.641 0.625 -1.163
C3 -0.656 -0.378 -0.696
N1 -0.695 -1.697 -0.713
N2 0.414 -2.121 -0.143
N3 1.137 -1.130 0.196
P1 2.785 -1.258 1.050
O2 3.256 0.279 0.866
Br1 2.101 -1.402 3.146
N4 0.487 0.015 -0.138
H1 -1.757 1.718 0.801
H2 -1.077 1.421 -1.638
H3 -2.325 0.230 -1.899
H4 3.098 0.606 -0.027
H5 0.819 0.954 0.011

Forces on atoms 1 to 2 (eV/Å):
O 1.16 0.21 -0.25
C -1.15 -0.21 0.03

Results
Structure (SMILES): O=CCc1nnn(P(O)Br)[nH+]1
Largest force on an atom, eV Å⁻¹: 1.69
DFT total energy, eV: -92570.3185
HOMO energy, eV: -14.228
Frontier orbital gap, eV: 9.096
LUMO, eV: -5.1
Total charge: +1

***

No. 5
C6H10LiO3Tl | ωB97M-V/def2-TZVPD

Geometry (Å):
C1 -6.197 -5.893 4.344
C2 -6.814 -4.844 3.737
C3 -6.493 -3.439 4.031
C4 -7.449 -2.452 3.813
O1 -7.248 -1.178 3.794
O2 -6.397 -7.164 4.107
Tl1 -7.690 -8.937 3.088
Li1 -5.756 -0.580 2.905
H1 -5.357 -5.655 5.027
H2 -7.458 -5.039 2.870
H3 -5.739 -3.230 4.801
H4 -8.506 -2.772 3.707
C5 -3.222 -3.842 2.223
C6 -3.522 -2.426 1.755
O3 -4.731 -2.017 2.343
H5 -2.267 -4.190 1.806
H6 -3.243 -3.857 3.323
H7 -4.059 -4.500 1.941
H8 -3.469 -2.387 0.653
H9 -2.701 -1.758 2.065
H10 -5.374 -2.821 2.871

Forces on atoms 1 to 2 (eV/Å):
C -0.06 1.07 -0.62
C 0.49 -0.52 0.34

Results
Largest force on an atom, eV Å⁻¹: 2.14
DFT total energy, eV: -17423.5797
ΔE to the lowest compared entry with this formula, charge and spin, kcal per mole: 0.00
HOMO energy, eV: -5.577
Frontier orbital gap, eV: 5.044
LUMO, eV: -0.5

***

No. 6
C5H8O2 | ωB97M-V/def2-TZVPD

Geometry (Å):
C1 -1.248 2.125 0.487
C2 -0.492 1.207 0.291
C3 0.355 0.018 0.024
C4 1.050 -0.471 1.288
O1 1.410 0.337 -0.864
C5 -0.559 -1.093 -0.555
O2 -0.741 -0.979 -1.946
H1 -1.910 2.940 0.686
H2 1.738 -1.272 0.997
H3 0.337 -0.852 2.023
H4 1.631 0.343 1.729
H5 1.059 0.861 -1.592
H6 -1.517 -1.075 -0.011
H7 -0.096 -2.070 -0.393
H8 -1.071 -0.095 -2.137

Forces on atoms 1 to 2 (eV/Å):
C 0.33 -0.36 -0.07
C -0.34 0.38 0.05

Results
Structure (SMILES): C#C[C@](C)(O)CO
Largest force on an atom, eV Å⁻¹: 0.52
DFT total energy, eV: -9407.3923
ΔE to the lowest compared entry with this formula, charge and spin, kcal per mole: 56.27
HOMO energy, eV: -10.186
Frontier orbital gap, eV: 10.938
LUMO, eV: 0.8

***

No. 7
C29H34BrN7O2PSTb | ωB97M-V/def2-TZVPD

Geometry (Å):
Tb1 -0.023 -0.600 0.152
N1 -2.385 0.021 4.206
C1 -1.560 -0.002 3.149
S1 -1.532 -1.495 2.240
N2 -0.889 1.099 2.925
N3 -0.021 1.120 1.879
C2 0.499 2.282 1.613
C3 0.179 3.538 2.325
C4 0.229 3.653 3.714
C5 -0.074 4.859 4.322
C6 -0.456 5.954 3.559
C7 -0.509 5.849 2.177
C8 -0.178 4.654 1.562
C9 1.435 2.347 0.468
C10 2.436 3.313 0.419
C11 3.289 3.348 -0.670
C12 3.120 2.419 -1.688
C13 2.117 1.480 -1.555
N4 1.291 1.433 -0.508
H1 -2.923 -0.793 4.441
H2 -2.426 0.843 4.785
H3 0.519 2.801 4.310
H4 -0.018 4.945 5.399
H5 -0.704 6.891 4.040
H6 -0.799 6.703 1.578
H7 -0.205 4.582 0.480
H8 2.533 4.021 1.229
H9 4.074 4.090 -0.727
H10 3.753 2.423 -2.564
H11 1.955 0.724 -2.316
C14 4.520 -1.730 -0.029
C15 3.153 -2.012 0.511
O1 2.214 -1.213 0.331
N5 2.966 -3.148 1.178
C16 1.711 -3.474 1.849
C17 0.654 -4.090 0.958
C18 0.409 -5.454 0.985
C19 -0.637 -5.972 0.238
C20 -1.420 -5.101 -0.504
C21 -1.098 -3.758 -0.486
N6 -0.074 -3.251 0.209
H12 4.752 -0.679 0.135
H13 4.527 -1.903 -1.106
H14 5.288 -2.347 0.432
H15 3.746 -3.772 1.297
H16 1.297 -2.561 2.280
H17 1.942 -4.156 2.664
H18 1.013 -6.104 1.603
H19 -0.853 -7.032 0.253
H20 -2.267 -5.458 -1.073
H21 -1.694 -3.041 -1.040
C22 0.306 -0.383 -4.715
P1 -0.290 -1.590 -3.522
C23 0.703 -3.078 -3.727
C24 -1.981 -1.992 -3.993
O2 -0.204 -1.049 -2.107
H22 0.183 -0.756 -5.731
H23 1.363 -0.186 -4.535
H24 -0.258 0.543 -4.601
H25 0.584 -3.481 -4.733
H26 0.389 -3.825 -2.998
H27 1.752 -2.833 -3.562
H28 -1.994 -2.428 -4.993
H29 -2.584 -1.084 -3.991
H30 -2.407 -2.706 -3.289
Br1 -5.858 3.508 -0.507
C25 -4.373 2.363 -0.488
C26 -4.513 1.033 -0.120
C27 -3.385 0.236 -0.099
N7 -2.162 0.674 -0.428
C28 -2.054 1.958 -0.801
C29 -3.117 2.836 -0.842
H31 -5.476 0.630 0.158
H32 -3.462 -0.796 0.217
H33 -1.064 2.296 -1.082
H34 -2.975 3.865 -1.139

Forces on atoms 1 to 2 (eV/Å):
Tb -0.02 -0.90 -0.47
N -0.02 -0.04 -0.02

Results
Largest force on an atom, eV Å⁻¹: 1.01
DFT total energy, eV: -157746.7646
ΔE to the lowest compared entry with this formula, charge and spin, kcal per mole: 0.00
HOMO energy (alpha / beta), eV: -12.547 / -12.551
Frontier orbital gap (alpha / beta), eV: 7.344 / 7.374
⟨S²⟩: 12.6665
Spin multiplicity: 7
LUMO (alpha / beta), eV: -5.2 / -5.2
Total charge: +2

***

No. 8
C9H12O | ωB97M-V/def2-TZVPD

Geometry (Å):
C1 -0.323 3.507 0.803
C2 -0.110 2.283 0.206
C3 1.090 1.549 -0.085
C4 1.886 0.659 -0.259
C5 2.795 -0.450 -0.441
C6 2.662 -1.476 0.691
O1 -1.294 1.591 0.004
C7 -1.489 0.190 -0.276
C8 -2.652 -0.522 -0.505
C9 -2.968 -1.967 -0.557
H1 -1.265 3.873 1.062
H2 0.469 4.212 1.126
H3 2.356 -0.921 -1.448
H4 3.836 -0.135 -0.538
H5 1.661 -1.565 1.166
H6 3.181 -1.077 1.576
H7 3.177 -2.355 0.283
H8 -0.577 -0.338 -0.234
H9 -3.510 0.037 -0.591
H10 -1.984 -2.397 -1.004
H11 -3.785 -2.243 -1.338
H12 -3.159 -2.456 0.359

Forces on atoms 1 to 2 (eV/Å):
C 2.98 -1.38 -0.85
C -1.06 1.18 1.40

Results
Structure (SMILES): C=C(C#CCC)O/C=C/C
Largest force on an atom, eV Å⁻¹: 4.71
DFT total energy, eV: -11570.0949
ΔE to the lowest compared entry with this formula, charge and spin, kcal per mole: 111.45
HOMO energy, eV: -8.073
Frontier orbital gap, eV: 8.841
LUMO, eV: 0.8

***

No. 9
C12H17LiN5O8P2S | ωB97M-V/def2-TZVPD

Geometry (Å):
Li1 0.005 0.420 0.083
N1 -2.775 2.821 -6.693
C1 -2.291 2.994 -5.380
C2 -1.371 3.996 -5.091
C3 -0.925 4.182 -3.790
C4 -1.405 3.379 -2.774
C5 -2.330 2.376 -3.047
C6 -2.769 2.189 -4.344
S1 -0.831 3.561 -1.103
O1 -1.991 3.489 -0.257
O2 -0.030 4.760 -1.041
N2 0.011 2.210 -0.851
C7 1.213 2.020 -1.405
N3 1.819 0.886 -0.945
C8 3.012 0.593 -1.415
C9 3.666 1.381 -2.352
C10 2.954 2.488 -2.793
N4 1.755 2.818 -2.354
H1 -2.108 3.107 -7.395
H2 -3.080 1.876 -6.871
H3 -0.997 4.630 -5.888
H4 -0.191 4.941 -3.554
H5 -2.699 1.740 -2.250
H6 -3.491 1.408 -4.558
H7 3.469 -0.316 -1.033
H8 4.649 1.139 -2.728
H9 3.376 3.145 -3.551
N5 -1.514 -2.623 1.621
C11 -2.402 -1.393 1.463
C12 -3.792 -1.681 1.998
P1 -1.492 -0.149 2.517
O3 -1.423 -1.127 3.857
O4 -2.327 1.021 2.823
O5 -0.106 -0.129 1.952
P2 -2.377 -1.180 -0.390
O6 -2.872 -2.725 -0.725
O7 -3.404 -0.241 -0.876
O8 -0.922 -1.120 -0.724
H10 -1.412 -2.848 2.613
H11 -0.603 -2.344 1.231
H12 -1.895 -3.403 1.084
H13 -3.769 -1.917 3.064
H14 -4.272 -2.496 1.451
H15 -4.387 -0.779 1.863
H16 -1.653 -0.623 4.643
H17 -3.593 -2.701 -1.361

Forces on atoms 1 to 2 (eV/Å):
Li 0.24 -0.10 0.02
N 0.05 -0.02 0.01

Results
Largest force on an atom, eV Å⁻¹: 0.43
DFT total energy, eV: -66179.0292
ΔE to the lowest compared entry with this formula, charge and spin, kcal per mole: 0.00
HOMO energy, eV: -4.960
Frontier orbital gap, eV: 7.197
LUMO, eV: 2.2
Total charge: -1

***

No. 10
FH3N2O2S | ωB97M-V/def2-TZVPD

Geometry (Å):
N1 -0.588 -1.629 -0.522
N2 -0.625 -0.424 -0.573
O1 1.891 -0.866 0.085
O2 0.987 1.353 0.740
F1 -1.429 1.481 0.773
S1 1.230 0.411 -0.382
H1 0.320 -2.050 -0.064
H2 -0.281 1.625 0.944
H3 -1.505 0.100 -0.999

Forces on atoms 1 to 2 (eV/Å):
N -0.77 -1.01 0.65
N -0.31 0.23 -1.10

Results
Largest force on an atom, eV Å⁻¹: 3.23
DFT total energy, eV: -20673.8753
ΔE to the lowest compared entry with this formula, charge and spin, kcal per mole: 29.46
HOMO energy, eV: -10.803
Frontier orbital gap, eV: 9.521
LUMO, eV: -1.3

***

> Which value of DFT total energy does entry 3 give?

-81321.7995 eV